1.
A structure of composition C51H40BrCl4F3N2O4SSbW in a non-equilibrium geometry. Source: the OMol25 dataset; level of theory: wB97M-V/def2-TZVPD.

```
! wB97M-V def2-TZVPD RIJCOSX def2/J DEFGRID3
* xyz 1 1
W 0.99331 0.98272 -0.31217
C -2.41027 1.69157 2.94113
C -2.37376 2.92797 2.09420
C -2.67533 4.15919 2.66151
C -2.74733 5.30688 1.88508
C -2.59917 5.21087 0.51340
C -2.32483 3.99077 -0.10135
C -2.35199 3.92518 -1.61150
C -2.12985 2.87360 0.71608
N -1.69944 1.65213 0.05579
C -2.55112 1.05545 -0.65547
C -4.03806 1.29772 -0.66359
C -2.00803 0.03743 -1.64436
C -3.00404 -0.64264 -2.53468
N -0.75258 -0.13164 -1.70535
C -0.27413 -0.84046 -2.89657
C -0.09490 -0.06689 -4.04810
C -0.35503 1.41866 -4.07941
C 0.36589 -0.70781 -5.19190
C 0.61398 -2.07120 -5.20045
C 0.39852 -2.81421 -4.05477
C -0.04981 -2.20996 -2.88449
C -0.30445 -3.04699 -1.67100
H -2.60248 1.94280 3.98585
H -1.46506 1.16153 2.90231
H -3.19582 1.00738 2.61650
H -2.86619 4.20966 3.72963
H -2.94998 6.26663 2.34592
H -2.71710 6.09154 -0.11078
H -2.10612 4.89412 -2.02848
H -3.36285 3.68752 -1.95476
H -1.66256 3.19806 -2.03273
H -4.32887 2.01037 0.10101
H -4.56805 0.35749 -0.49325
H -4.36204 1.67301 -1.63672
H -3.84281 -1.00986 -1.94140
H -2.56436 -1.46347 -3.08512
H -3.41221 0.07571 -3.25173
H 0.05845 1.92804 -3.21601
H -1.42976 1.63984 -4.11458
H 0.09744 1.85823 -4.96749
H 0.53204 -0.11890 -6.08780
H 0.96378 -2.55381 -6.10489
H 0.57339 -3.88486 -4.05712
H -0.53643 -4.07799 -1.94603
H -1.14396 -2.67063 -1.08518
H 0.57133 -3.07610 -1.02755
O 2.97008 1.06064 -3.74023
C 2.68627 0.27951 -2.89335
O 1.66251 0.53491 -2.00854
C 3.23174 -1.05797 -2.67730
C 3.81749 -1.69929 -3.76547
C 4.27917 -2.99610 -3.64200
C 4.15770 -3.65011 -2.42050
C 3.58911 -3.01371 -1.32691
C 3.12133 -1.70506 -1.44525
S 2.55210 -1.04238 0.09711
H 3.89117 -1.15967 -4.70289
H 4.73433 -3.49653 -4.48787
H 4.51627 -4.66715 -2.31247
H 3.51598 -3.52106 -0.36965
Cl 3.01755 7.16502 -2.13613
C 2.94653 5.58447 -1.47807
C 4.00330 5.10155 -0.70224
Cl 5.36188 6.08258 -0.35930
C 3.96494 3.79426 -0.21753
Cl 5.25404 3.09336 0.66977
C 2.85898 3.03065 -0.47809
O 2.71861 1.75187 -0.04499
C 1.76813 3.53230 -1.14944
O 0.68846 2.69100 -1.14734
C 1.82388 4.78399 -1.72271
Cl 0.57274 5.30099 -2.77818
F -5.34107 -3.24252 3.82311
C -4.21254 -2.70930 3.34212
C -3.02264 -2.98300 3.99039
C -1.84509 -2.43954 3.49446
C -1.87925 -1.60264 2.37763
C -3.09484 -1.37303 1.73080
C -4.27915 -1.92349 2.21214
Sb -0.02668 -0.97884 1.52545
C 0.63801 -3.01916 1.70392
C -0.22586 -4.05699 1.35981
C 0.14442 -5.38657 1.51592
C 1.39170 -5.65888 2.03806
F 1.76284 -6.93937 2.18714
C 2.26184 -4.66318 2.42860
C 1.87741 -3.33773 2.25477
C 0.95180 -0.40224 3.34593
C 0.19796 -0.18333 4.49286
C 0.79499 0.23458 5.67806
C 2.15496 0.43226 5.69243
F 2.74025 0.81946 6.83498
C 2.93432 0.26363 4.56719
C 2.32121 -0.14152 3.39179
H -3.02254 -3.62862 4.86047
H -0.90647 -2.69026 3.97558
H -3.13633 -0.75288 0.84302
H -5.23402 -1.75511 1.72889
H -1.22477 -3.84616 0.99247
H -0.52075 -6.20191 1.25154
H 3.21900 -4.92357 2.86675
H 2.56083 -2.56490 2.56802
H -0.87318 -0.31395 4.48772
H 0.21346 0.41844 6.57343
H 3.99772 0.47197 4.60981
H 2.94411 -0.22510 2.51377
Br 0.72671 2.38077 1.82890
*
```

## Properties
ΔE to the lowest compared entry with this formula, charge and spin (kcal/mol): 39.39
E_tot (eV): -212184.7372
Frontier orbital gap (eV): 5.491
LUMO level (eV): -5.159
HOMO energy (eV): -10.649
M (g mol⁻¹): 1361.3

Atom charges from the Mulliken analysis, given in e for atoms 1 to 99: W -0.438; C -0.482; C 0.692; C -0.846; C -1.142; C -1.166; C 1.647; C -1.839; C -0.711; N 1.610; C 0.010; C -2.386; C 1.482; C -2.098; N 0.899; C -0.560; C 0.776; C -0.936; C -0.986; C -1.355; C -0.680; C 0.582; C -0.563; H 0.529; H -0.269; H 0.233; H 0.476; H 0.441; H 0.497; H 0.497; H 0.326; H 0.158; H 0.390; H 0.532; H 0.491; H 0.471; H 0.453; H 0.394; H -0.192; H 0.226; H 0.610; H 0.517; H 0.425; H 0.489; H 0.752; H -0.110; H -0.150; O -0.592; C -0.122; O 1.635; C 0.207; C -0.634; C -0.868; C -0.704; C -0.696; C 0.376; S -0.153; H 0.546; H 0.427; H 0.466; H 0.557; Cl -0.181; C 0.289; C 0.464; Cl -0.180; C -0.086; Cl -0.163; C -0.268; O -0.294; C -0.245; O 0.933; C 0.682; Cl -0.189; F -0.347; C -0.161; C -0.818; C -0.867; C 0.929; C -0.800; C -0.469; Sb 0.148; C 1.108; C -0.204; C -0.773; C 0.052; F -0.352; C -0.552; C -0.800; C 2.199; C -0.699; C -1.011; C -0.002; F -0.344; C -0.829; C -0.465; H 0.500; H 0.568; H 0.445; H 0.536

2.
A cluster of 15 separate species, C30H96N6O15 in total in a non-equilibrium geometry. Source: the OMol25 dataset; level of theory: wB97M-V/def2-TZVPD.

```
! wB97M-V def2-TZVPD RIJCOSX def2/J DEFGRID3
* xyz 0 1
C 0.46089 -3.66918 6.38291
C 0.12155 -3.35896 4.89936
C -1.19847 -2.81599 4.50176
O 1.18728 -2.65676 4.38628
H 1.13163 -4.51005 6.55936
H -0.50301 -3.98842 6.77925
H 0.85432 -2.82588 6.95047
H 0.21281 -4.35205 4.45942
H -1.14069 -1.77371 4.81545
H -2.09112 -3.08186 5.06794
H -1.45539 -2.79205 3.44275
H 1.29335 -3.04280 3.51374
C 2.09148 0.08477 6.63797
C 1.30140 1.04603 5.79275
C 1.70978 2.53369 5.71961
O 1.27124 0.57268 4.46269
H 1.73394 -0.94358 6.69065
H 2.10718 0.23503 7.71745
H 3.15323 0.15393 6.40135
H 0.29984 0.91041 6.20090
H 1.07921 3.25118 5.19455
H 2.73722 2.65179 5.37530
H 1.80922 2.99640 6.70150
H 0.77383 -0.24758 4.42554
O 0.86805 -3.32653 1.65029
H 1.27207 -3.61143 0.83064
H 0.89799 -2.37052 1.61299
O 2.36443 0.51777 1.40318
H 3.16981 1.01789 1.27098
H 2.13161 0.67523 2.31818
O 0.52849 -3.28577 -1.90483
H 0.26893 -2.36908 -1.81239
H 0.94664 -3.33125 -2.76466
O 0.15629 0.13870 -0.23518
H -0.32216 0.96229 -0.14024
H 0.94799 0.25927 0.28915
O 3.73011 -1.28926 -3.46058
H 2.98414 -1.29938 -4.06029
H 3.92649 -2.21329 -3.30622
O 2.01443 3.54417 -2.14491
H 1.73187 3.93642 -1.31876
H 2.46893 2.74228 -1.88679
O 3.23114 1.12629 -1.24466
H 2.81445 0.36117 -0.84818
H 3.40524 0.86338 -2.14843
C -1.70058 1.77936 -4.16167
C -0.49520 0.80557 -4.52250
C 0.12567 1.23924 -5.88081
O 1.23402 0.50465 -6.37739
C 1.41412 0.66679 -7.81324
N 0.49460 0.86863 -3.45800
H -2.57724 1.66531 -4.79928
H -1.50829 2.84965 -4.08684
H -1.97943 1.51667 -3.14120
H -0.99728 -0.15854 -4.60319
H 0.35948 2.29475 -5.74173
H -0.77079 1.32410 -6.49501
H 1.82454 -0.30894 -8.07323
H 2.16339 1.40627 -8.09584
H 0.48436 0.79963 -8.36642
H 0.83989 1.81383 -3.37153
H 0.12927 0.56123 -2.56798
C -2.16568 4.67562 -0.76437
C -1.24803 3.48890 -0.49444
C -0.40850 3.65270 0.78004
O 0.36125 4.79578 0.73106
C 1.11140 4.97868 1.95682
N -2.07411 2.28061 -0.47927
H -1.54517 5.40377 -1.28672
H -2.66946 5.10688 0.10068
H -2.84391 4.51577 -1.60255
H -0.58145 3.40470 -1.35272
H 0.11655 2.71448 0.95931
H -1.17414 3.71626 1.55326
H 1.69074 4.21440 2.47485
H 0.55244 5.58935 2.66587
H 1.88279 5.70587 1.70337
H -2.70860 2.40624 0.29646
H -2.59661 2.05610 -1.31396
C -4.86099 4.24522 2.28749
C -5.75195 3.00687 2.08434
C -5.21282 1.61903 2.51425
O -4.21029 1.17229 1.59175
C -3.25823 0.24246 1.95923
N -7.01556 3.35321 2.83357
H -3.81686 4.06367 2.03268
H -4.92503 4.60325 3.31502
H -5.16930 5.13387 1.73672
H -5.85291 3.02808 0.99924
H -5.97489 0.84294 2.58520
H -4.88591 1.55202 3.55191
H -2.33542 0.73187 2.27068
H -2.92715 -0.39710 1.14103
H -3.62417 -0.29060 2.83673
H -7.23455 4.31694 2.62533
H -7.76117 2.82438 2.40403
C 6.71460 -2.20445 5.05000
C 5.36713 -1.46201 5.00277
C 5.19854 -0.55195 3.79614
O 6.33519 0.23526 3.48350
C 6.38699 0.83197 2.22788
N 4.24657 -2.31975 5.36990
H 6.83615 -2.99634 4.31092
H 6.67966 -2.84527 5.93104
H 7.54605 -1.50181 5.10565
H 5.45800 -0.79884 5.86303
H 4.37584 0.12664 4.02152
H 4.87985 -1.06359 2.88798
H 6.42370 0.07194 1.44743
H 7.33422 1.27442 1.91948
H 5.60685 1.54363 1.95763
H 4.24673 -3.19374 4.86371
H 3.37374 -1.84882 5.17884
C -5.68687 -0.15627 -2.89873
C -4.57349 -0.20683 -1.86345
C -3.26382 -0.76748 -2.37549
O -3.21865 -2.20851 -2.42447
C -2.83306 -2.72306 -1.13992
N -4.50985 1.11641 -1.34919
H -6.53350 0.47055 -2.61871
H -6.04071 -1.14300 -3.19748
H -5.32717 0.42109 -3.75041
H -4.89993 -0.72509 -0.96182
H -2.30085 -0.46078 -1.96718
H -3.07700 -0.47529 -3.40885
H -3.23216 -3.73669 -1.10278
H -3.33893 -2.26866 -0.28803
H -1.74709 -2.64957 -1.08180
H -5.40480 1.44541 -1.01612
H -3.99555 1.08974 -0.48034
C -0.81509 -3.05041 -5.56922
C 0.64933 -3.46939 -5.22335
C 1.35645 -4.12415 -6.40876
O 1.25982 -5.56310 -6.46492
C 1.94721 -6.04115 -7.64564
N 1.17221 -2.13005 -4.94883
H -0.81930 -2.48937 -6.50373
H -1.22619 -2.25785 -4.94397
H -1.51588 -3.88519 -5.58182
H 0.71355 -3.97262 -4.25860
H 2.38876 -3.80451 -6.26638
H 1.13227 -3.66715 -7.37260
H 2.96415 -5.67116 -7.77628
H 1.33791 -5.68287 -8.47538
H 1.97260 -7.12735 -7.55838
H 0.84859 -1.70776 -4.09031
H 1.20675 -1.48327 -5.72379
*
```

## Properties
E_tot (eV): -72313.9974
Frontier orbital gap (eV): 9.078
LUMO level (eV): 0.414
HOMO energy (eV): -8.664
M (g mol⁻¹): 781.1

Atom charges from the Mulliken analysis, given in e for atoms 1 to 99: C -1.340; C 0.632; C -1.330; O -0.212; H 0.305; H 0.437; H 0.140; H 0.279; H 0.246; H 0.396; H 0.371; H 0.234; C -0.667; C 0.636; C -1.492; O 0.000; H -0.166; H 0.476; H 0.052; H 0.242; H 0.301; H 0.308; H 0.419; H -0.129; O -0.688; H 0.244; H 0.292; O -0.350; H 0.189; H -0.001; O -0.554; H 0.201; H 0.305; O 0.351; H -0.179; H 0.104; O -0.675; H 0.381; H 0.271; O -0.666; H 0.327; H 0.406; O -0.718; H 0.269; H 0.264; C -1.257; C 2.037; C -1.465; O -0.279; C -0.859; N -0.168; H 0.502; H 0.477; H -0.218; H -0.907; H 0.359; H 0.463; H 0.270; H 0.248; H 0.377; H 0.418; H -0.078; C -2.058; C 0.859; C -0.438; O -0.402; C -0.859; N 0.726; H 0.588; H 0.196; H 0.442; H 0.148; H 0.211; H 0.343; H 0.245; H 0.353; H 0.374; H -0.517; H -0.104; C -1.434; C 1.003; C -0.992; O -0.226; C -0.769; N -0.748; H 0.073; H 0.484; H 0.384; H -0.077; H 0.374; H 0.467; H 0.211; H -0.008; H 0.655; H 0.291; H 0.259; C -1.579; C 0.508; C -0.111